{"formula": "C3H7N3O", "method": "the ωB97M-V functional and the def2-TZVPD basis", "symbols": ["C", "C", "C", "N", "N", "N", "O", "H", "H", "H", "H", "H", "H", "H"], "xyz": [[-0.855, 0.827, 2.464], [-0.697, -0.703, 0.994], [0.712, -0.851, -2.185], [0.296, 1.277, 2.415], [0.677, -0.669, 0.647], [-0.284, -0.194, -0.242], [-0.550, -0.916, -1.474], [-1.752, 1.024, 2.946], [-1.130, -1.690, 1.193], [0.524, -1.198, -3.218], [1.461, -1.395, -1.614], [0.953, 0.242, -2.212], [0.651, 2.084, 3.120], [1.167, 0.154, 1.028]], "lowdin_charge": [-0.050, -0.142, -0.101, 0.005, 0.007, -0.153, -0.171, 0.045, 0.111, 0.088, 0.064, 0.087, 0.136, 0.074], "total_charge": 0, "lumo_energy_ev": 1.03, "relative_energy_kcal_mol": 180.5, "max_force_ev_per_a": 5.5, "e_tot_ev": -9735.2055}